Record 1
{"formula": "C27H41F9OP2Pr", "method": "ωB97M-V with the def2-TZVPD basis set", "symbols": ["Pr", "C", "C", "C", "C", "C", "C", "H", "H", "H", "C", "H", "H", "H", "C", "H", "H", "H", "C", "H", "H", "H", "C", "H", "H", "H", "C", "C", "C", "C", "C", "C", "C", "C", "H", "H", "H", "H", "H", "H", "H", "H", "H", "H", "H", "H", "P", "C", "C", "P", "C", "C", "C", "H", "H", "H", "H", "H", "H", "H", "H", "H", "H", "H", "H", "H", "H", "F", "C", "F", "F", "C", "O", "C", "F", "F", "F", "C", "F", "F", "F"], "coordinates": [[1.858, -0.862, 0.930], [-1.583, -1.264, 3.059], [-1.098, -2.148, 2.057], [0.610, -1.628, 3.518], [-0.551, -0.966, 3.978], [0.279, -2.398, 2.362], [-2.994, -0.902, 3.287], [-3.594, -1.173, 2.404], [-3.058, 0.180, 3.495], [-3.374, -1.452, 4.165], [-0.670, -0.207, 5.254], [-1.722, 0.020, 5.492], [-0.129, 0.752, 5.213], [-0.271, -0.789, 6.094], [1.910, -1.750, 4.214], [2.050, -2.813, 4.546], [1.869, -1.083, 5.105], [2.765, -1.443, 3.573], [1.214, -3.389, 1.729], [1.327, -4.230, 2.430], [2.298, -3.094, 1.602], [0.824, -3.777, 0.778], [-1.879, -2.909, 1.061], [-1.511, -3.952, 1.057], [-1.755, -2.509, 0.046], [-2.953, -2.913, 1.335], [-2.332, 2.107, 0.001], [-3.519, 1.495, 0.187], [-3.923, 0.219, -0.442], [-3.497, 0.173, -1.960], [-2.224, -0.587, -2.085], [-1.050, -0.336, -1.482], [-0.449, 0.978, -1.056], [-1.433, 2.161, -1.184], [-5.009, 0.071, -0.374], [-3.485, 1.174, -2.429], [-3.468, -0.661, 0.078], [-1.910, 2.198, -2.160], [-1.858, 2.510, 0.875], [-4.256, 1.936, 0.810], [-0.865, 3.103, -1.128], [-0.010, 1.001, -0.034], [-0.420, -1.224, -1.194], [0.465, 1.175, -1.676], [-4.260, -0.353, -2.555], [-2.273, -1.531, -2.662], [-0.051, 1.129, -3.749], [-0.190, 2.770, -4.574], [-1.077, 0.068, -4.821], [2.402, -0.648, -2.897], [1.643, 0.694, -4.004], [1.402, -2.086, -3.528], [3.805, -0.833, -4.109], [0.727, 3.350, -4.388], [-1.042, 3.351, -4.174], [-0.317, 2.636, -5.658], [-1.026, 0.384, -5.874], [-2.132, 0.102, -4.505], [-0.780, -0.978, -4.755], [3.530, -0.633, -5.151], [4.227, -1.843, -4.072], [4.585, -0.110, -3.844], [2.264, 1.591, -3.844], [1.725, 0.464, -5.072], [2.037, -2.977, -3.473], [1.081, -1.992, -4.584], [0.532, -2.257, -2.900], [2.774, 1.119, -0.010], [2.726, 2.257, 0.843], [4.007, 2.601, 0.980], [2.084, 3.176, 0.102], [2.006, 1.842, 2.123], [0.953, 0.958, 1.879], [3.083, 1.247, 3.063], [4.137, 2.006, 3.371], [2.554, 0.824, 4.235], [3.640, 0.045, 2.453], [1.333, 2.948, 2.955], [2.216, 3.771, 3.548], [0.505, 3.695, 2.189], [0.552, 2.417, 3.932]], "lowdin_spin": [2.090, -0.011, -0.014, -0.009, -0.016, -0.013, -0.001, 0.000, 0.000, -0.001, -0.002, 0.000, -0.001, -0.001, 0.000, 0.000, 0.000, 0.000, -0.002, -0.001, -0.001, 0.000, -0.002, 0.000, -0.001, 0.000, 0.000, 0.000, 0.000, 0.000, 0.000, 0.000, 0.000, 0.000, 0.000, 0.000, 0.000, 0.000, 0.000, 0.000, 0.000, 0.000, 0.000, 0.000, 0.000, 0.000, 0.000, 0.000, 0.000, -0.001, 0.000, 0.000, 0.000, 0.000, 0.000, 0.000, 0.000, 0.000, 0.000, 0.000, 0.000, 0.000, 0.000, 0.000, 0.000, 0.000, 0.000, 0.001, 0.000, 0.000, 0.000, 0.000, -0.012, 0.000, 0.000, 0.000, -0.001, 0.000, 0.000, 0.000, 0.000], "lumo_energy_ev": [-4.3, -3.7], "multiplicity": 3, "orbital_gap_ha": [0.1945, 0.2159], "charge": 1, "s2": 2.0200, "energy_ev": -87804.9002, "largest_force_ha_per_bohr": 0.0604}

Record 2
{"formula": "C22H52Br6O8", "method": "ωB97M-V with the def2-TZVPD basis set", "symbols": ["Br", "C", "C", "Br", "H", "H", "H", "H", "Br", "C", "C", "Br", "H", "H", "H", "H", "Br", "C", "C", "Br", "H", "H", "H", "H", "C", "O", "C", "C", "O", "C", "H", "H", "H", "H", "H", "H", "H", "H", "H", "H", "C", "O", "C", "C", "O", "C", "H", "H", "H", "H", "H", "H", "H", "H", "H", "H", "C", "O", "C", "C", "O", "C", "H", "H", "H", "H", "H", "H", "H", "H", "H", "H", "C", "O", "C", "C", "O", "C", "H", "H", "H", "H", "H", "H", "H", "H", "H", "H"], "coordinates": [[2.758, 0.454, -3.380], [4.260, 1.475, -2.733], [4.676, 1.015, -1.412], [6.274, 2.075, -0.942], [4.012, 2.566, -2.798], [5.076, 1.242, -3.413], [5.018, -0.074, -1.349], [3.921, 1.175, -0.650], [-3.608, -2.577, 2.033], [-4.280, -1.460, 0.581], [-3.544, -1.781, -0.743], [-4.309, -0.964, -2.273], [-3.962, -0.451, 0.863], [-5.371, -1.561, 0.685], [-3.469, -2.856, -0.826], [-2.587, -1.314, -0.630], [-1.504, 1.002, -0.879], [-0.077, -0.073, -0.257], [-0.382, -0.996, 0.875], [-0.656, -0.120, 2.511], [0.781, 0.610, -0.069], [0.212, -0.677, -1.140], [0.462, -1.719, 0.901], [-1.208, -1.650, 0.676], [-0.880, 4.338, 3.139], [0.270, 4.489, 2.255], [-0.181, 3.924, 0.961], [0.828, 4.127, -0.150], [1.951, 3.181, -0.106], [3.141, 3.713, 0.720], [-0.530, 4.638, 4.126], [-1.275, 3.316, 3.254], [-1.762, 4.923, 2.757], [-1.139, 4.365, 0.760], [-0.333, 2.856, 1.259], [1.127, 5.178, -0.173], [0.299, 3.997, -1.119], [3.895, 3.557, -0.009], [3.252, 3.098, 1.614], [2.959, 4.726, 1.051], [-1.280, -0.607, -5.519], [-1.045, 0.694, -6.072], [0.196, 1.021, -6.622], [-0.021, 2.419, -7.189], [0.050, 3.456, -6.212], [1.373, 3.531, -5.607], [-0.635, -0.737, -4.660], [-1.110, -1.349, -6.348], [-2.291, -0.669, -5.220], [0.448, 0.419, -7.506], [1.015, 0.990, -5.878], [-1.067, 2.441, -7.525], [0.627, 2.703, -7.999], [2.124, 3.106, -6.272], [1.561, 3.094, -4.622], [1.533, 4.595, -5.501], [4.262, 0.443, 2.329], [4.200, -0.567, 1.324], [3.241, -1.544, 1.668], [3.048, -2.489, 0.538], [2.501, -1.861, -0.674], [2.670, -2.750, -1.753], [5.028, 1.122, 1.947], [4.504, -0.008, 3.269], [3.314, 0.983, 2.515], [2.313, -1.065, 1.963], [3.572, -2.033, 2.593], [2.453, -3.354, 0.839], [4.015, -2.797, 0.125], [2.107, -3.672, -1.517], [3.736, -3.062, -1.899], [2.312, -2.296, -2.670], [-5.084, -1.655, 6.331], [-4.438, -2.779, 5.739], [-5.239, -3.487, 4.858], [-4.766, -4.905, 4.592], [-3.498, -5.078, 3.886], [-2.329, -4.669, 4.544], [-6.069, -1.967, 6.675], [-5.188, -0.763, 5.622], [-4.469, -1.300, 7.186], [-5.358, -3.034, 3.891], [-6.262, -3.707, 5.251], [-5.500, -5.428, 3.966], [-4.533, -5.448, 5.555], [-2.277, -5.230, 5.472], [-2.333, -3.589, 4.782], [-1.527, -4.885, 3.832]], "mulliken_charge": [-0.188, -0.545, -0.342, -0.178, 0.344, 0.527, 0.369, -0.036, -0.026, -0.446, 0.263, -0.179, 0.300, 0.407, 0.460, -0.743, -0.049, -0.253, 0.209, -0.078, 0.102, 0.228, -0.322, 0.029, -0.614, -0.379, 0.073, -0.803, -0.146, -0.555, 0.266, 0.191, 0.277, 0.450, -0.093, 0.424, 0.323, 0.136, 0.051, 0.445, -0.498, -0.306, 0.295, -0.773, -0.382, -0.679, 0.105, 0.292, 0.208, 0.324, -0.175, 0.315, 0.448, 0.389, 0.114, 0.325, -0.748, -0.274, -0.081, -1.000, 0.128, -0.907, 0.237, 0.436, 0.182, 0.049, 0.400, 0.354, 0.517, 0.338, 0.302, 0.227, -0.689, -0.218, -0.367, -0.641, -0.335, -0.664, 0.317, 0.234, 0.223, 0.292, 0.366, 0.262, 0.356, 0.333, 0.282, 0.189], "lumo_energy_ev": 0.5, "orbital_gap_ha": 0.3612, "energy_ev": -460285.8806, "largest_force_ha_per_bohr": 0.0628, "smiles": "BrCCBr.BrCCBr.BrCCBr.COCCOC.COCCOC.COCCOC.COCCOC"}

Record 3
{"formula": "C31H37BeClN2O2PS2", "method": "ωB97M-V with the def2-TZVPD basis set", "symbols": ["Be", "C", "C", "C", "P", "C", "C", "C", "C", "C", "C", "C", "C", "C", "C", "N", "C", "C", "C", "C", "C", "C", "C", "C", "C", "H", "H", "H", "H", "H", "H", "H", "H", "H", "H", "H", "H", "H", "H", "H", "H", "H", "H", "H", "H", "H", "H", "H", "H", "H", "H", "H", "H", "H", "H", "H", "S", "C", "N", "C", "C", "C", "C", "C", "C", "S", "H", "H", "H", "H", "Cl", "C", "C", "O", "O", "H", "H"], "coordinates": [[-0.004, -0.262, -0.093], [-4.302, 1.207, -0.440], [-3.915, 0.276, 0.709], [-4.478, -1.125, 0.489], [-2.037, 0.171, 0.982], [-1.904, -0.355, 2.795], [-3.124, -0.143, 3.688], [-0.705, 0.345, 3.437], [-1.630, 1.929, 1.011], [-2.387, 2.893, 1.667], [-2.137, 4.246, 1.530], [-2.954, 5.267, 2.268], [-1.104, 4.622, 0.669], [-0.310, 3.692, 0.046], [-0.518, 2.303, 0.220], [0.244, 1.362, -0.357], [1.467, 1.781, -0.921], [2.544, 2.083, -0.077], [2.391, 2.014, 1.412], [3.760, 2.427, -0.640], [3.939, 2.480, -2.014], [5.285, 2.798, -2.594], [2.856, 2.200, -2.832], [1.618, 1.866, -2.307], [0.458, 1.595, -3.219], [-5.380, 1.385, -0.421], [-4.046, 0.786, -1.410], [-3.803, 2.170, -0.347], [-4.359, 0.691, 1.619], [-4.061, -1.571, -0.412], [-5.566, -1.088, 0.390], [-4.227, -1.775, 1.326], [-1.694, -1.433, 2.741], [-3.423, 0.903, 3.699], [-2.863, -0.421, 4.712], [-3.971, -0.752, 3.380], [-0.892, 1.413, 3.540], [0.188, 0.213, 2.833], [-0.518, -0.068, 4.430], [-3.201, 2.578, 2.305], [-3.793, 4.794, 2.775], [-3.339, 6.026, 1.587], [-2.350, 5.776, 3.020], [-0.927, 5.676, 0.495], [0.485, 4.018, -0.610], [1.808, 1.139, 1.684], [1.866, 2.896, 1.786], [3.362, 1.951, 1.899], [4.595, 2.641, 0.013], [5.842, 3.457, -1.931], [5.187, 3.268, -3.570], [5.865, 1.884, -2.719], [2.973, 2.237, -3.908], [0.770, 1.633, -4.261], [-0.335, 2.328, -3.067], [0.035, 0.617, -3.011], [2.685, -1.292, -1.145], [1.254, -1.803, -1.747], [0.059, -1.279, -1.500], [-0.928, -1.811, -2.272], [-2.241, -1.360, -2.313], [-3.135, -1.955, -3.182], [-2.737, -2.991, -4.017], [-1.425, -3.438, -4.006], [-0.527, -2.843, -3.141], [1.181, -3.127, -2.958], [-2.497, -0.536, -1.667], [-4.158, -1.608, -3.217], [-3.455, -3.442, -4.688], [-1.098, -4.225, -4.668], [3.237, -1.530, 2.524], [1.867, -2.635, 2.393], [0.787, -2.188, 1.384], [0.015, -3.040, 0.988], [0.738, -0.949, 1.122], [1.398, -2.698, 3.378], [2.251, -3.616, 2.111]], "mulliken_charge": [-1.486, -1.468, 0.769, -1.417, 0.256, 0.314, -1.543, -1.446, -0.265, 0.338, 0.860, -1.770, -1.227, -0.369, 0.526, 1.380, -0.675, 0.892, -0.986, -1.202, 0.835, -1.641, -1.117, 0.960, -1.276, 0.490, 0.193, 0.202, 0.776, 0.083, 0.458, 0.353, 0.608, 0.199, 0.491, 0.339, 0.240, 0.068, 0.513, -0.129, 0.324, 0.375, 0.323, 0.367, 0.579, -0.250, 0.292, 0.442, 0.384, 0.389, 0.394, 0.272, 0.326, 0.442, 0.230, 0.080, -0.420, 0.411, 0.900, -1.267, 0.506, -0.491, -0.695, -0.404, 0.823, -0.372, -0.163, 0.402, 0.364, 0.393, -0.205, -0.792, 0.761, -0.618, 0.072, 0.276, 0.424], "lumo_energy_ev": 2.6, "orbital_gap_ha": 0.2580, "charge": -1, "energy_ev": -83714.4796, "largest_force_ha_per_bohr": 0.0252}